Record 1
The following is a quantum chemistry calculation of C34H59BBr36FN2O10PS as an isolated structure in a non-equilibrium geometry, from OMol25.

```
145
Properties=species:S:1:pos:R:3:forces:R:3
C -3.749 -1.271 -0.554 -0.444 0.754 0.292
C -3.352 -0.704 0.807 0.456 -0.010 -0.052
C -1.925 -1.113 1.285 -0.412 1.828 -0.026
C -1.062 0.181 1.216 -0.724 -0.981 -0.511
C -1.839 -1.979 2.527 -0.815 -1.190 0.267
C -2.778 -3.196 2.337 0.302 -0.263 -0.689
C -2.482 -4.183 1.191 -1.078 -0.238 0.079
C -3.742 -4.677 0.430 1.399 -1.067 -0.183
C -3.995 -6.136 0.795 -0.617 0.222 0.025
C -3.484 -4.684 -1.085 -0.403 0.960 0.750
O -2.313 -1.436 3.781 0.281 0.643 -0.170
C -2.844 -0.166 3.963 -1.277 0.700 1.124
C -1.953 1.016 4.355 -0.346 0.897 -0.854
C -2.762 2.318 4.064 0.754 -0.199 0.070
C -1.990 3.480 3.465 -0.616 0.245 0.563
C -1.015 4.134 4.462 -0.244 -1.750 -1.324
S 0.584 4.248 3.723 -0.531 0.619 1.951
O 0.462 4.806 2.466 -0.874 0.873 -3.806
O 1.392 4.984 4.614 1.670 0.104 1.848
O 1.123 2.774 3.548 0.004 -0.382 0.448
P -3.882 -0.403 5.497 1.795 -1.267 0.787
N -2.953 -0.925 6.618 0.012 0.250 0.560
O -4.946 -1.536 5.184 -0.682 0.259 -0.844
O -4.612 0.951 5.922 -0.444 0.083 -0.634
C -0.403 -2.496 2.836 -0.026 -0.816 -1.704
C 0.335 -2.881 1.525 0.691 0.742 0.272
C 1.813 -3.042 1.801 -2.397 2.279 -0.541
O 2.272 -4.082 1.972 2.327 -4.795 0.528
O 2.589 -1.969 1.797 0.749 1.433 0.302
C -0.397 -3.791 3.652 -0.527 0.245 0.769
C -1.129 -3.884 4.993 1.304 0.110 1.396
C -0.187 -4.283 6.127 -0.587 -0.132 -0.038
F -2.089 -4.890 4.997 -0.691 -0.473 -0.737
O 0.398 -1.439 3.269 -0.442 0.698 0.433
C 0.807 -1.381 4.607 1.065 0.522 1.169
B 2.278 -1.988 4.825 0.181 0.023 -0.044
N 3.403 -1.110 5.116 0.096 0.308 0.381
O 2.558 -3.316 4.771 -0.497 -0.683 -0.095
H -2.899 -1.559 -1.148 0.341 -0.396 -0.176
H -4.487 -2.044 -0.480 -0.068 -0.791 -0.044
H -4.235 -0.479 -1.105 -0.237 0.247 -0.346
H -3.360 0.366 0.668 0.135 0.522 0.224
H -4.111 -0.886 1.547 -0.350 -0.342 0.269
H -1.568 -1.695 0.459 0.280 -0.655 -0.094
H -1.506 1.022 1.717 -0.056 0.220 0.616
H -1.084 0.460 0.174 -0.022 0.125 -0.507
H -0.027 0.052 1.456 0.282 -0.070 0.558
H -3.798 -2.868 2.236 -0.354 0.590 -0.171
H -2.809 -3.775 3.241 0.096 0.004 0.490
H -1.771 -3.874 0.443 0.185 0.521 -0.037
H -2.078 -5.081 1.635 0.503 -0.236 0.125
H -4.615 -4.103 0.696 -0.287 0.426 -0.047
H -3.110 -6.730 0.634 0.480 -0.156 0.036
H -4.742 -6.543 0.131 -0.475 -0.226 -0.101
H -4.327 -6.260 1.816 -0.069 -0.090 0.381
H -3.048 -5.614 -1.404 -0.024 -0.497 -0.229
H -4.429 -4.474 -1.561 -0.176 -0.259 -0.659
H -2.788 -3.904 -1.353 0.124 0.380 -0.278
H -3.534 0.249 3.227 0.221 -0.764 -0.840
H -1.661 0.973 5.392 0.119 -0.197 0.403
H -1.050 1.061 3.770 0.403 -0.327 -0.299
H -3.213 2.664 4.980 -0.264 0.178 0.326
H -3.569 2.119 3.365 -0.269 -0.198 -0.112
H -2.736 4.226 3.239 -0.216 0.361 -0.307
H -1.540 3.239 2.518 0.391 -0.248 -0.318
H -1.343 5.133 4.658 0.317 0.648 0.349
H -0.997 3.515 5.343 0.394 0.115 0.588
H 1.979 2.743 4.003 -0.007 -0.206 0.026
H -2.980 -0.325 7.430 0.254 -0.127 0.268
H -4.826 -2.184 5.890 -0.040 -0.183 0.052
H -5.083 1.360 5.185 -0.215 0.180 0.084
H 0.028 -3.831 1.151 -0.278 -0.365 -0.439
H 0.288 -2.093 0.785 -0.420 0.051 -0.263
H 2.046 -1.180 1.921 -0.136 0.092 -0.161
H -0.817 -4.553 3.021 -0.260 -0.279 -0.229
H 0.609 -4.134 3.809 0.609 0.183 -0.015
H -1.612 -2.989 5.350 -0.447 0.402 -0.464
H 0.238 -3.413 6.594 0.496 0.321 0.103
H -0.791 -4.760 6.883 -0.190 -0.151 0.327
H 0.559 -4.990 5.805 0.420 -0.201 -0.110
H 0.096 -1.687 5.365 -0.585 -0.399 -0.235
H 0.930 -0.332 4.825 -0.123 0.700 -0.047
H 3.105 -0.452 5.826 0.110 0.505 -0.103
H 3.678 -0.576 4.300 0.280 0.068 -0.006
H 2.559 -3.725 5.639 0.285 -0.295 0.016
C 3.169 1.406 -0.520 -0.120 0.186 -0.034
Br 4.424 2.113 0.797 -0.529 -0.226 -0.121
Br 3.491 -0.448 -0.915 0.061 0.226 -0.004
Br 1.278 1.700 -0.120 1.132 0.223 -0.072
H 3.381 1.969 -1.415 -0.097 -0.038 -0.036
C 7.236 1.052 8.622 0.036 -0.050 0.161
Br 7.808 -0.733 8.187 -0.043 0.078 -0.012
Br 5.782 1.046 9.889 0.050 -0.012 -0.067
Br 8.700 2.135 9.240 -0.023 -0.016 -0.025
H 6.868 1.501 7.713 -0.034 0.034 -0.064
C -5.664 -4.511 -5.055 -0.016 -0.065 0.030
Br -5.229 -6.188 -4.217 -0.016 0.088 -0.029
Br -7.518 -4.055 -4.820 0.066 0.028 -0.008
Br -4.503 -3.087 -4.471 -0.035 -0.020 -0.022
H -5.499 -4.637 -6.115 0.006 -0.048 -0.046
C -5.659 -2.053 -8.099 -0.040 0.068 -0.063
Br -7.030 -3.048 -9.025 0.076 0.015 0.073
Br -3.977 -2.130 -9.028 -0.047 -0.008 0.014
Br -6.197 -0.242 -7.744 0.029 -0.056 0.007
H -5.513 -2.528 -7.142 -0.002 0.012 0.065
C 3.424 1.999 -4.940 -0.066 -0.029 -0.007
Br 4.622 2.681 -3.596 0.096 0.040 -0.099
Br 3.763 0.146 -5.328 -0.004 0.054 0.002
Br 1.585 2.307 -4.464 0.070 -0.017 0.018
H 3.615 2.553 -5.847 0.013 0.062 -0.015
C 1.453 8.757 5.217 0.081 -0.063 0.082
Br 1.317 8.657 7.134 0.069 0.020 -0.009
Br -0.242 8.411 4.399 -0.166 -0.004 -0.146
Br 2.197 10.433 4.636 -0.023 -0.012 0.024
H 2.129 7.977 4.896 -0.007 -0.058 0.020
C 2.193 5.074 -8.001 -0.091 0.064 0.103
Br 3.377 5.723 -6.630 -0.118 -0.175 0.127
Br 2.530 3.219 -8.394 0.027 0.050 -0.079
Br 0.348 5.391 -7.561 0.054 -0.031 0.001
H 2.405 5.633 -8.900 0.017 0.039 -0.032
C 5.046 0.698 -11.345 -0.009 -0.082 -0.023
Br 5.023 0.813 -9.424 0.035 -0.009 0.016
Br 3.268 0.724 -12.078 0.041 0.044 0.031
Br 6.162 2.058 -12.122 -0.023 -0.030 0.030
H 5.484 -0.256 -11.599 0.016 -0.054 0.004
C 6.651 3.717 4.655 -0.062 0.209 0.158
Br 6.885 4.225 2.828 0.039 0.027 -0.247
Br 7.068 1.877 4.948 0.036 -0.353 -0.033
Br 7.644 4.854 5.843 0.015 0.036 0.048
H 5.606 3.850 4.885 -0.078 0.035 0.051
C -8.480 1.816 -11.172 0.016 -0.039 0.013
Br -6.817 2.146 -12.083 -0.019 -0.010 0.045
Br -8.675 -0.038 -10.702 -0.004 0.039 -0.041
Br -8.692 2.962 -9.639 0.029 -0.029 -0.013
H -9.274 2.057 -11.862 -0.039 0.033 -0.033
C 9.100 -0.290 -10.487 -0.014 0.035 0.016
Br 9.444 -0.826 -12.302 -0.021 0.006 0.041
Br 8.092 -1.623 -9.532 0.043 -0.005 -0.046
Br 10.719 0.179 -9.560 -0.037 -0.029 -0.026
H 8.489 0.600 -10.530 -0.032 0.038 -0.006
C 5.793 5.580 -10.000 0.037 -0.014 0.015
Br 5.991 5.839 -11.897 0.014 0.043 0.049
Br 7.242 4.553 -9.258 -0.029 0.039 0.004
Br 5.575 7.256 -9.080 0.085 0.044 -0.161
H 4.889 5.007 -9.848 -0.017 -0.065 0.005
```
Forces are in eV/Å.

The value obtained for the orbital gap is 0.320 hartree.

***

Record 2
The following is a quantum chemistry calculation of C22H34BrNO2RhSi2 as an isolated structure, from OMol25.

```
63
Properties=species:S:1:pos:R:3:forces:R:3
Rh 0.681 0.422 -0.339 -0.022 0.029 0.053
Br -0.783 2.287 -0.764 -0.015 0.015 -0.003
C -1.199 1.811 -2.569 0.025 -0.060 -0.003
C -2.111 2.530 -3.273 -0.003 0.006 0.001
C -2.336 2.162 -4.617 -0.010 0.003 -0.009
C -1.627 1.137 -5.177 -0.001 -0.005 -0.008
C -0.674 0.402 -4.431 -0.003 0.018 0.026
C 0.080 -0.648 -5.007 -0.006 -0.011 0.001
C 0.993 -1.323 -4.253 0.006 -0.001 -0.017
C 1.164 -1.022 -2.883 -0.020 0.019 -0.012
C 0.435 -0.043 -2.253 0.065 -0.015 0.044
C -0.466 0.718 -3.064 0.005 -0.008 -0.005
H -2.641 3.362 -2.830 -0.002 -0.004 0.002
H -3.064 2.710 -5.200 0.002 0.003 0.001
H -1.787 0.870 -6.214 0.002 0.001 0.000
H -0.075 -0.897 -6.049 0.004 0.007 -0.003
H 1.587 -2.112 -4.697 -0.004 -0.003 0.000
H 1.880 -1.613 -2.326 -0.002 0.004 -0.013
O 1.031 -0.226 3.127 -0.026 -0.034 -0.008
C 1.231 0.918 2.772 0.066 0.044 -0.008
O 1.154 1.425 1.594 -0.014 0.017 -0.007
C 1.687 1.920 3.846 -0.002 0.005 0.014
N 1.865 3.273 3.186 -0.008 -0.005 -0.001
C 3.288 3.720 3.397 -0.002 -0.002 0.008
C 3.714 2.958 4.642 -0.002 -0.002 -0.008
C 3.061 1.592 4.439 0.000 0.006 -0.004
H 0.922 2.006 4.615 -0.006 -0.001 -0.003
H 1.203 3.954 3.547 0.006 0.002 0.010
H 1.633 3.067 2.193 0.003 -0.001 -0.003
H 3.322 4.803 3.475 -0.001 0.001 -0.002
H 3.855 3.406 2.522 -0.001 -0.005 -0.001
H 3.327 3.448 5.538 0.000 0.000 0.001
H 4.797 2.906 4.729 0.000 0.001 -0.001
H 2.964 1.014 5.354 0.000 0.005 0.003
H 3.637 0.995 3.729 -0.001 -0.003 0.003
C -3.671 0.492 0.073 0.015 -0.005 0.000
Si -2.579 -1.001 -0.247 -0.011 -0.007 0.012
C -2.758 -1.491 -2.043 -0.005 -0.049 0.021
C -3.208 -2.405 0.833 0.002 0.004 0.000
C -0.819 -0.773 0.405 -0.009 -0.016 -0.015
Si 0.318 -2.239 0.475 -0.036 -0.012 -0.035
C 2.077 -1.438 0.287 -0.035 0.036 -0.034
C 0.083 -3.490 -0.893 -0.024 -0.003 0.005
C 0.347 -3.174 2.085 -0.005 -0.007 -0.019
H -4.716 0.173 0.080 0.004 -0.006 -0.005
H -3.572 1.255 -0.700 0.005 0.008 0.003
H -3.463 0.953 1.041 0.002 0.002 0.000
H -3.737 -1.965 -2.160 0.008 -0.001 -0.011
H -2.006 -2.207 -2.374 0.008 0.012 0.001
H -2.732 -0.634 -2.715 0.007 0.028 -0.001
H -4.271 -2.573 0.645 0.001 0.001 0.000
H -3.091 -2.181 1.896 0.002 0.004 -0.002
H -2.688 -3.343 0.630 -0.007 0.002 0.004
H -0.922 -0.372 1.421 -0.008 0.005 0.008
H 2.401 -0.545 -0.298 0.007 -0.028 -0.015
H 2.638 -2.221 -0.230 0.008 0.005 0.001
H 2.469 -1.294 1.291 0.018 -0.006 0.013
H 0.032 -3.061 -1.891 -0.002 -0.015 0.013
H -0.838 -4.052 -0.721 0.007 0.001 -0.004
H 0.904 -4.212 -0.870 0.006 0.003 -0.001
H 0.503 -2.511 2.931 0.002 0.014 0.022
H 1.148 -3.917 2.066 -0.001 -0.001 0.000
H -0.594 -3.711 2.224 0.005 0.004 -0.012
```
Forces are in eV/Å.

The value obtained for the orbital gap is 0.274 hartree. As for the energy above the lowest of the compared OMol25 structures with the same formula, charge and spin: 11.1 kcal per mole. The total charge is +1.

***

Record 3
The following is a quantum chemistry calculation of C33H47BrFN2O3Si3Zn as an isolated structure in a non-equilibrium geometry, from OMol25.

```
91
Properties=species:S:1:pos:R:3:forces:R:3
Zn 0.173 -1.455 0.195 0.340 1.247 -0.496
O 5.636 -0.959 -1.556 -0.529 -0.023 0.216
C 5.558 0.005 -0.576 -0.609 -0.117 -0.257
C 6.733 0.669 -0.237 1.205 -1.614 -0.704
C 6.799 1.685 0.679 -0.804 0.714 -0.634
C 5.574 2.234 1.080 0.241 -0.097 0.406
C 4.394 1.554 0.828 0.539 0.398 0.139
C 4.388 0.382 0.074 -0.918 -0.672 -0.977
C 3.040 -0.316 -0.134 0.214 -1.710 3.536
O 2.347 -0.322 1.222 0.619 0.632 0.544
N 3.015 -1.700 -0.600 0.704 1.853 -1.208
N 1.717 -2.275 -0.557 0.177 0.237 -0.067
C 1.752 -3.651 -0.502 -0.321 0.204 -0.398
C 0.700 -4.334 -0.893 -0.196 -0.869 -0.419
Br -1.233 -2.749 1.389 -0.567 0.127 0.640
C -0.440 -4.953 -1.088 0.415 -0.099 0.988
C -0.923 -5.695 -2.238 0.588 -0.487 -2.151
C -2.101 -6.403 -2.104 -0.612 0.719 0.141
C -2.670 -7.095 -3.160 0.032 0.131 0.550
C -2.037 -7.175 -4.349 2.055 0.708 -0.440
C -0.781 -6.534 -4.556 -1.362 -0.193 0.978
C -0.264 -5.763 -3.521 -1.216 -0.943 0.778
H 4.748 -1.346 -1.794 0.667 0.590 0.756
H 7.609 0.236 -0.739 -0.085 0.446 0.400
H 7.746 2.142 0.938 -0.051 0.022 -0.028
H 5.534 3.195 1.576 0.040 -0.141 0.303
H 3.492 1.973 1.255 -0.189 -0.294 -0.163
H 2.343 0.318 -0.578 -1.059 0.735 -1.618
H 3.554 -2.201 0.061 1.122 -0.710 0.882
H 2.622 -4.178 -0.090 -0.055 0.186 -0.130
H -1.101 -5.065 -0.219 0.070 0.329 -0.187
H -2.680 -6.241 -1.209 0.011 -0.278 0.371
H -3.615 -7.579 -3.102 -0.675 -0.247 0.496
H -2.495 -7.753 -5.093 -0.365 -0.626 -1.232
H -0.311 -6.675 -5.517 0.312 0.296 0.010
H 0.652 -5.263 -3.657 1.035 0.668 -0.048
C 0.000 0.075 -2.342 0.211 -0.539 -1.751
O -0.012 0.375 -0.988 -0.608 0.794 1.752
Si -0.695 2.051 -0.471 1.083 -0.317 -0.614
C 0.541 2.400 0.934 -0.129 -0.874 -0.174
C 0.096 3.203 -1.796 0.082 -0.287 0.463
C -2.428 2.148 -0.285 -0.120 0.194 0.217
Si -3.555 1.470 -1.532 0.200 0.424 -0.907
C -2.982 1.561 -3.394 -0.178 0.387 0.532
C -5.327 2.253 -1.746 2.034 0.804 0.067
C -3.726 -0.400 -1.450 0.194 0.564 -1.754
Si -3.250 3.027 1.065 -0.846 0.399 -0.858
C -2.223 3.906 2.354 0.422 -1.145 0.498
C -4.423 4.488 0.507 -0.411 -1.511 0.394
C -4.389 1.891 2.065 0.576 0.841 0.718
H -0.033 0.994 -2.975 0.391 -0.691 0.487
H -0.854 -0.536 -2.657 -0.211 0.106 0.207
H 0.869 -0.569 -2.586 -0.076 0.582 0.075
H 1.546 2.477 0.519 -0.054 0.346 -0.270
H 0.670 1.648 1.706 -0.408 -0.359 0.145
H 0.268 3.300 1.440 -0.020 0.811 0.236
H 1.166 2.968 -1.841 -0.016 0.137 -0.157
H -0.006 4.206 -1.347 0.042 -0.230 -0.147
H -0.306 3.253 -2.808 -0.159 -0.114 0.079
H -3.105 2.567 -3.844 -0.058 -0.557 0.124
H -3.618 0.807 -3.888 0.171 0.421 -0.165
H -1.941 1.255 -3.520 -0.193 0.057 -0.060
H -5.205 3.332 -2.036 -0.237 -1.002 0.332
H -5.933 2.137 -0.869 -0.567 0.039 0.277
H -5.693 1.723 -2.599 -0.668 -0.428 -0.505
H -3.015 -0.754 -2.222 -0.158 -0.072 0.387
H -4.698 -0.647 -1.850 -0.518 -0.400 0.033
H -3.515 -0.910 -0.559 0.106 -0.595 1.413
H -1.612 4.704 2.005 0.434 0.794 -0.514
H -1.546 3.206 2.854 0.013 -0.072 0.011
H -2.862 4.288 3.132 -0.467 0.278 0.321
H -3.905 5.344 0.140 0.581 0.672 -0.331
H -4.922 4.766 1.445 -0.164 0.149 -0.188
H -5.180 4.188 -0.243 0.380 0.250 0.628
H -3.756 1.363 2.790 -0.112 -0.067 -0.053
H -4.934 1.155 1.503 -0.368 -0.208 -0.313
H -5.050 2.564 2.633 -0.152 -0.430 -0.058
F 0.871 2.521 6.437 -0.834 0.601 0.751
C 1.340 1.582 5.629 0.277 -0.274 0.031
C 2.656 1.706 5.270 0.109 -0.619 -0.483
C 3.214 0.825 4.371 0.609 0.802 -0.475
C 2.402 -0.044 3.658 1.451 -1.321 -0.114
C 3.026 -0.784 2.428 -0.434 -0.042 0.182
C 1.176 -0.319 4.251 -0.639 0.318 -0.347
C 0.591 0.499 5.243 0.454 -0.709 -1.132
H 3.249 2.509 5.599 0.490 0.835 0.796
H 4.302 0.907 4.241 -0.548 -0.040 -0.569
H 2.861 -1.868 2.465 -0.043 0.030 0.287
H 4.148 -0.629 2.462 -1.227 0.161 -0.426
H 0.645 -1.182 3.900 -0.497 -0.160 -0.240
H -0.414 0.290 5.576 0.038 0.146 0.185
```
Forces are in eV/Å.

The value obtained for the orbital gap is 0.236 hartree. As for the energy above the lowest of the compared OMol25 structures with the same formula, charge and spin: 19.7 kcal per mole. The total charge is -1.

***

| no. | LUMO energy (Eh) | HOMO (eV) |
| --- | --- | --- |
| 1 | -0.014 | -9.1 |
| 2 | -0.114 | -10.6 |
| 3 | 0.082 | -4.2 |